Entry 1:
{
  "formula": "C28H43MnN4O6SbSi3",
  "method": "ωB97M-V/def2-TZVPD",
  "charge": 0,
  "relative_energy_kcal_mol": 21.36,
  "s_squared": 8.76,
  "multiplicity": 6,
  "gap_ev": [5.91, 5.84],
  "species": ["Mn", "O", "C", "O", "C", "C", "C", "C", "C", "N", "C", "O", "O", "H", "H", "H", "H", "O", "N", "N", "O", "C", "C", "C", "C", "C", "C", "H", "H", "H", "H", "H", "C", "Si", "C", "C", "Sb", "Si", "C", "C", "C", "Si", "C", "C", "C", "H", "H", "H", "H", "H", "H", "H", "H", "H", "H", "H", "H", "H", "H", "H", "H", "H", "H", "H", "H", "H", "H", "H", "H", "H", "H", "H", "N", "C", "C", "C", "C", "C", "C", "H", "H", "H", "H", "H", "H", "H"],
  "positions_angstrom": [[-0.515, 0.557, -0.522], [-4.520, 0.424, 0.747], [-3.245, 0.638, 0.440], [-2.669, 0.166, -0.546], [-2.484, 1.555, 1.420], [-2.992, 2.216, 2.505], [-2.100, 3.002, 3.252], [-0.774, 3.088, 2.894], [-0.347, 2.383, 1.763], [-1.206, 1.654, 1.088], [1.078, 2.425, 1.122], [1.936, 3.054, 1.723], [1.149, 1.821, 0.009], [-4.886, -0.172, 0.075], [-4.040, 2.131, 2.761], [-2.464, 3.549, 4.112], [-0.057, 3.677, 3.448], [0.319, -1.125, 0.432], [-0.435, -2.041, -0.024], [-0.761, -1.906, -1.269], [-0.392, -0.877, -2.004], [-1.595, -2.913, -1.861], [-2.003, -4.026, -1.135], [-2.799, -4.974, -1.760], [-3.174, -4.822, -3.089], [-2.761, -3.703, -3.794], [-1.974, -2.735, -3.181], [-1.701, -4.139, -0.105], [-3.129, -5.839, -1.199], [-3.787, -5.573, -3.569], [-3.048, -3.577, -4.830], [-1.659, -1.846, -3.706], [5.233, -0.199, 0.478], [4.938, 0.727, -1.123], [4.690, 2.555, -0.840], [6.384, 0.467, -2.299], [2.765, -0.321, -1.951], [2.529, 0.554, -4.313], [2.419, 2.441, -4.286], [3.976, 0.095, -5.422], [0.953, -0.118, -5.113], [3.269, -2.738, -2.544], [2.087, -3.313, -3.880], [2.999, -3.739, -0.977], [5.024, -3.067, -3.130], [6.085, 0.197, 1.038], [5.416, -1.258, 0.277], [4.347, -0.125, 1.113], [5.649, 3.036, -0.629], [4.017, 2.728, 0.003], [4.256, 3.038, -1.717], [7.341, 0.598, -1.782], [6.348, 1.201, -3.108], [6.374, -0.526, -2.744], [2.896, 2.866, -3.402], [1.382, 2.789, -4.305], [2.918, 2.860, -5.164], [4.909, 0.512, -5.039], [3.826, 0.474, -6.439], [4.097, -0.989, -5.483], [0.523, -0.931, -4.525], [1.160, -0.499, -6.116], [0.192, 0.663, -5.205], [1.044, -3.133, -3.604], [2.208, -4.388, -4.045], [2.275, -2.799, -4.826], [2.231, -3.289, -0.344], [3.921, -3.786, -0.392], [2.690, -4.763, -1.205], [5.251, -2.543, -4.060], [5.175, -4.138, -3.302], [5.749, -2.748, -2.378], [-0.751, 2.204, -2.168], [-1.966, 2.921, -2.121], [-2.067, 4.060, -1.325], [-3.280, 4.726, -1.219], [-4.400, 4.264, -1.897], [-4.297, 3.122, -2.681], [-3.089, 2.451, -2.797], [-0.647, 1.650, -3.012], [0.077, 2.770, -2.019], [-1.195, 4.414, -0.786], [-3.347, 5.613, -0.602], [-5.340, 4.794, -1.824], [-5.165, 2.750, -3.211], [-3.012, 1.551, -3.397]],
  "mulliken_spin": [4.70, 0.00, -0.01, 0.00, 0.03, 0.00, 0.01, 0.00, 0.04, 0.01, -0.01, 0.01, 0.02, 0.00, 0.00, 0.00, 0.00, 0.04, 0.01, -0.03, 0.06, 0.00, 0.00, 0.00, 0.00, 0.00, 0.01, 0.00, 0.00, 0.00, 0.00, 0.00, 0.00, 0.00, 0.00, 0.00, 0.04, 0.00, 0.00, 0.00, 0.00, 0.00, 0.00, 0.00, 0.00, 0.00, 0.00, 0.00, 0.00, 0.00, 0.00, 0.00, 0.00, 0.00, 0.00, 0.00, 0.00, 0.00, 0.00, 0.00, 0.00, 0.00, 0.00, 0.00, 0.00, 0.00, 0.00, 0.00, 0.00, 0.00, 0.00, 0.00, 0.06, 0.00, 0.00, 0.00, 0.01, 0.00, -0.01, -0.01, 0.00, 0.00, 0.00, 0.00, 0.00, 0.00]
}

Entry 2:
{
  "formula": "C28H44BeBrN3P2S",
  "method": "ωB97M-V/def2-TZVPD",
  "charge": 2,
  "relative_energy_kcal_mol": 0.00,
  "gap_ev": [4.23, 2.97],
  "species": ["C", "C", "C", "C", "N", "C", "C", "C", "C", "C", "C", "C", "C", "C", "Be", "P", "H", "H", "H", "H", "H", "H", "H", "H", "C", "C", "H", "H", "H", "H", "H", "C", "C", "H", "H", "H", "H", "H", "C", "C", "H", "H", "H", "H", "H", "Br", "P", "C", "C", "H", "H", "H", "H", "H", "C", "C", "H", "H", "H", "H", "H", "C", "C", "H", "H", "H", "H", "H", "S", "C", "N", "C", "C", "N", "H", "H", "H", "H", "H", "H"],
  "positions_angstrom": [[-0.635, 7.276, -3.954], [-0.809, 5.901, -4.192], [-1.118, 5.525, -5.511], [-1.238, 6.511, -6.509], [-1.066, 7.803, -6.250], [-0.773, 8.192, -5.013], [-0.686, 4.920, -3.133], [-0.619, 4.070, -2.249], [-0.486, 3.091, -1.221], [0.614, 3.209, -0.341], [0.827, 2.218, 0.638], [-0.016, 1.105, 0.758], [-1.176, 1.044, -0.022], [-1.398, 2.009, -1.052], [0.399, 0.250, 2.288], [1.941, -1.038, 1.308], [-1.271, 4.493, -5.788], [-0.396, 7.659, -2.973], [-1.476, 6.240, -7.534], [-0.642, 9.258, -4.849], [-2.270, 1.919, -1.722], [1.325, 4.040, -0.389], [-1.927, 0.268, 0.162], [1.648, 2.411, 1.330], [2.263, -2.680, 2.022], [3.232, -3.634, 1.329], [1.269, -3.157, 2.098], [2.603, -2.494, 3.056], [3.434, -4.430, 2.054], [2.806, -4.096, 0.430], [4.189, -3.173, 1.068], [1.776, -1.291, -0.496], [2.836, -0.653, -1.386], [0.785, -0.893, -0.751], [1.743, -2.373, -0.674], [2.555, -0.856, -2.426], [2.898, 0.436, -1.258], [3.831, -1.083, -1.212], [3.365, 0.033, 1.626], [4.726, -0.645, 1.585], [3.177, 0.492, 2.613], [3.318, 0.841, 0.881], [5.466, 0.150, 1.719], [4.855, -1.386, 2.381], [4.911, -1.132, 0.622], [-0.701, -1.403, 3.053], [-2.677, -3.653, -1.995], [-0.835, -3.715, -1.877], [-0.264, -5.122, -2.033], [-0.524, -3.289, -0.914], [-0.437, -3.067, -2.669], [0.802, -5.077, -2.288], [-0.362, -5.691, -1.104], [-0.777, -5.685, -2.818], [-3.120, -3.326, -0.233], [-4.523, -3.832, 0.099], [-3.042, -2.261, 0.019], [-2.376, -3.861, 0.366], [-4.609, -4.014, 1.175], [-5.296, -3.114, -0.191], [-4.734, -4.772, -0.417], [-2.875, -1.943, -2.642], [-3.132, -1.907, -4.146], [-1.984, -1.349, -2.393], [-3.731, -1.507, -2.111], [-3.601, -0.954, -4.413], [-2.201, -1.996, -4.714], [-3.795, -2.717, -4.464], [0.556, 1.872, 3.748], [0.219, 1.158, 5.251], [1.141, 0.755, 6.138], [0.610, 0.267, 7.387], [-0.907, 0.443, 7.186], [-0.981, 1.006, 5.857], [2.088, 0.640, 5.827], [0.946, 0.855, 8.249], [0.901, -0.778, 7.519], [-1.306, 1.129, 7.937], [-1.447, -0.507, 7.233], [-1.819, 1.064, 5.315]],
  "mulliken_charge": [-0.43, 0.64, -0.44, -0.33, -0.56, -0.34, -0.01, -0.71, 0.83, -1.30, -0.43, 0.99, 0.06, -0.84, -0.19, 0.92, 0.40, 0.42, 0.37, 0.38, 0.46, 0.46, 0.50, 0.41, -0.54, -1.15, 0.44, 0.42, 0.39, 0.28, 0.27, 0.30, -1.52, -0.02, 0.17, 0.44, 0.28, 0.28, -0.71, -1.37, 0.47, 0.30, 0.44, 0.34, 0.21, -0.49, 0.34, 0.14, -1.36, -0.20, 0.52, 0.37, 0.36, 0.43, -0.08, -1.31, 0.07, 0.44, 0.38, 0.34, 0.37, -0.17, -1.28, 0.09, 0.49, 0.39, 0.33, 0.38, -0.33, 0.14, -0.06, -0.43, -0.44, -0.04, 0.22, 0.28, 0.29, 0.29, 0.27, 0.26]
}

Entry 3:
{
  "formula": "C28H44CrN2O3S2Si",
  "method": "ωB97M-V/def2-TZVPD",
  "charge": 0,
  "relative_energy_kcal_mol": 28.11,
  "s_squared": 6.07,
  "multiplicity": 5,
  "gap_ev": [7.20, 7.67],
  "species": ["Cr", "C", "N", "C", "C", "C", "C", "C", "C", "C", "C", "H", "H", "H", "H", "H", "H", "H", "H", "H", "H", "H", "H", "S", "C", "N", "C", "C", "C", "C", "C", "C", "H", "H", "H", "H", "H", "C", "C", "C", "C", "O", "Si", "S", "O", "C", "C", "C", "C", "O", "C", "C", "C", "C", "H", "H", "H", "H", "H", "H", "H", "H", "H", "H", "H", "H", "H", "H", "H", "H", "H", "H", "H", "H", "H", "H", "H", "H", "H", "H", "H"],
  "positions_angstrom": [[-1.627, -0.397, -1.138], [-2.987, 1.157, -3.353], [-3.369, 0.577, -2.066], [-4.495, -0.338, -2.259], [-3.741, 1.642, -1.104], [-3.618, 1.125, 0.302], [-4.465, 1.537, 1.322], [-4.252, 1.081, 2.615], [-3.195, 0.224, 2.880], [-2.355, -0.191, 1.851], [-2.556, 0.247, 0.545], [-3.827, 1.702, -3.799], [-2.693, 0.355, -4.031], [-2.145, 1.835, -3.215], [-5.357, 0.196, -2.683], [-4.783, -0.764, -1.298], [-4.196, -1.134, -2.939], [-4.751, 2.015, -1.330], [-3.036, 2.462, -1.265], [-5.287, 2.213, 1.112], [-4.911, 1.396, 3.414], [-3.025, -0.125, 3.891], [-1.531, -0.853, 2.082], [0.400, -3.479, -1.472], [-0.401, -2.145, -2.205], [-1.711, -2.216, -2.299], [-2.157, -3.386, -1.668], [-3.495, -3.764, -1.531], [-3.778, -4.947, -0.888], [-2.753, -5.755, -0.376], [-1.432, -5.391, -0.505], [-1.141, -4.195, -1.165], [0.196, -1.424, -2.749], [-4.279, -3.138, -1.924], [-4.807, -5.258, -0.771], [-3.003, -6.677, 0.128], [-0.640, -6.009, -0.109], [0.475, 3.363, 2.992], [1.372, 3.124, 1.785], [0.924, 3.988, 0.615], [2.830, 3.397, 2.128], [1.229, 1.735, 1.474], [1.506, 0.895, 0.098], [0.045, 1.239, -1.343], [2.967, 1.411, -0.469], [3.840, 0.966, -1.511], [3.217, -0.145, -2.351], [5.127, 0.478, -0.862], [4.110, 2.194, -2.378], [1.568, -0.684, 0.554], [2.181, -1.327, 1.684], [2.925, -2.544, 1.149], [1.061, -1.760, 2.620], [3.143, -0.406, 2.418], [0.536, 4.399, 3.323], [0.776, 2.718, 3.818], [-0.560, 3.136, 2.740], [0.969, 5.041, 0.898], [-0.097, 3.744, 0.327], [1.566, 3.843, -0.253], [2.965, 4.440, 2.417], [3.470, 3.186, 1.273], [3.147, 2.770, 2.960], [2.985, -1.010, -1.728], [3.914, -0.459, -3.128], [2.299, 0.209, -2.818], [4.960, -0.424, -0.275], [5.532, 1.247, -0.203], [5.871, 0.251, -1.625], [3.176, 2.552, -2.811], [4.806, 1.969, -3.187], [4.534, 2.991, -1.768], [2.243, -3.177, 0.589], [3.350, -3.130, 1.965], [3.737, -2.238, 0.491], [0.365, -2.417, 2.097], [0.516, -0.889, 2.980], [1.460, -2.298, 3.482], [3.901, -0.006, 1.749], [3.647, -0.976, 3.201], [2.619, 0.426, 2.878]],
  "mulliken_spin": [3.96, 0.02, -0.18, 0.06, -0.04, 0.04, -0.01, 0.04, -0.03, -0.12, -0.16, 0.00, 0.01, 0.01, 0.01, -0.01, 0.00, 0.00, 0.00, 0.00, 0.00, 0.00, 0.03, 0.06, 0.08, 0.12, -0.03, -0.02, 0.01, 0.01, 0.00, 0.02, 0.01, 0.00, 0.00, 0.00, 0.00, 0.00, 0.00, 0.00, 0.00, 0.05, 0.04, 0.00, -0.03, 0.00, 0.01, 0.00, 0.00, 0.06, -0.01, 0.01, -0.01, 0.00, 0.00, 0.00, 0.00, 0.00, 0.00, 0.00, 0.00, 0.00, 0.00, 0.00, 0.00, 0.00, 0.00, 0.00, 0.00, 0.00, 0.00, 0.00, 0.00, 0.00, 0.00, -0.01, 0.01, 0.00, 0.00, 0.00, 0.00]
}